Molecular formula: C33H57FeIN2O2Si
Method: DFT, the ωB97M-V functional and the def2-TZVPD basis

The LUMO energy (alpha / beta) is -2.6 / -5.1 eV. The highest occupied orbital energy (alpha / beta) comes out at -11.31 / -11.42 eV. The expectation value of S² is 8.785. The total charge is +1. Its multiplicity is 6. The frontier orbital gap (alpha / beta) is 8.68 / 6.31 eV. The calculation puts the total energy at -92582.265 eV.

Last column: Löwdin charge in e.
Cartesian coordinates (Å):
O: -1.267 1.369 0.600  -0.273
O: 0.953 1.061 -4.213  -0.185
C: -2.494 1.573 -0.123  -0.211
C: -3.509 2.518 0.537  -0.031
H: -2.972 0.606 -0.250  0.101
H: -2.280 1.912 -1.134  0.121
H: -3.726 2.209 1.555  0.056
H: -4.448 2.515 -0.014  0.095
H: -3.153 3.547 0.563  0.081
C: -0.546 2.575 0.879  -0.241
C: -0.088 3.419 -0.312  -0.025
H: 0.339 2.289 1.438  0.086
H: -1.136 3.212 1.534  0.109
H: 0.679 2.897 -0.872  0.079
H: 0.358 4.351 0.034  0.094
H: -0.904 3.679 -0.982  0.078
C: 2.266 0.647 -4.595  -0.266
C: 0.238 1.822 -5.189  -0.261
C: 3.315 1.475 -3.850  -0.070
H: 2.427 0.686 -5.674  0.119
H: 2.397 -0.399 -4.321  0.103
H: 3.243 2.533 -4.096  0.062
H: 4.322 1.140 -4.096  0.076
H: 3.185 1.373 -2.773  0.062
C: 0.909 3.153 -5.559  -0.078
H: -0.750 2.036 -4.784  0.109
H: 0.069 1.225 -6.085  0.113
H: 1.098 3.761 -4.676  0.073
H: 0.270 3.731 -6.228  0.077
H: 1.857 2.996 -6.071  0.069
H: -0.058 -1.271 -3.028  0.012
N: -0.690 0.425 3.599  0.003
C: -0.284 -0.201 4.654  -0.280
C: 0.624 -1.309 4.572  0.005
C: 1.129 -1.896 3.472  -0.272
C: -0.605 0.202 6.101  0.027
H: -1.634 0.540 6.209  0.088
H: 0.048 1.011 6.426  0.099
H: -0.488 -0.624 6.802  0.091
C: 2.153 -3.019 3.640  0.015
H: 3.077 -2.793 3.108  0.096
H: 1.763 -3.964 3.275  0.081
H: 2.423 -3.171 4.685  0.088
N: 0.795 -1.543 2.175  -0.009
C: -1.254 1.709 3.816  -0.224
C: -2.640 1.905 4.042  -0.213
C: -3.633 0.755 4.106  -0.094
C: -3.153 3.181 4.296  -0.041
H: -4.214 3.320 4.446  0.121
C: -2.308 4.277 4.392  -0.056
H: -2.713 5.258 4.597  0.111
C: -0.937 4.100 4.271  -0.043
H: -0.284 4.953 4.391  0.119
C: -0.405 2.835 4.013  -0.218
C: 1.118 2.735 3.947  -0.028
C: 1.630 -1.863 1.078  -0.240
C: 1.460 -3.076 0.375  -0.201
C: 0.331 -4.041 0.708  -0.042
C: 2.317 -3.397 -0.682  -0.049
H: 2.183 -4.316 -1.233  0.118
C: 3.352 -2.536 -1.036  -0.060
H: 4.011 -2.793 -1.853  0.110
C: 3.541 -1.349 -0.336  -0.037
H: 4.353 -0.695 -0.617  0.111
C: 2.692 -1.005 0.721  -0.199
C: 2.952 0.292 1.471  -0.024
Fe: -0.717 -0.301 1.710  0.706
H: -4.291 0.748 3.238  0.063
H: -4.267 0.858 4.987  0.090
H: -3.141 -0.211 4.199  -0.030
H: 1.467 1.821 3.469  0.046
H: 1.544 2.789 4.948  0.091
H: 1.528 3.563 3.366  0.088
H: 0.146 -4.757 -0.092  0.083
H: -0.587 -3.477 0.856  -0.025
H: 0.527 -4.593 1.623  0.072
H: 3.009 0.101 2.543  0.077
H: 2.128 0.981 1.301  0.050
H: 3.883 0.772 1.170  0.089
H: 0.946 -1.682 5.531  0.116
C: -0.043 -2.340 -2.987  -0.152
Si: -0.985 -3.145 -4.418  0.465
H: 0.999 -2.572 -3.159  0.014
H: -0.315 -2.827 -2.086  0.000
C: -2.534 -2.197 -4.885  -0.184
C: -1.508 -4.883 -3.969  -0.188
C: 0.104 -3.330 -5.935  -0.185
H: -0.381 -3.949 -6.689  0.033
H: 1.051 -3.803 -5.678  0.028
H: 0.324 -2.371 -6.395  0.020
H: -3.282 -2.249 -4.095  0.027
H: -2.986 -2.612 -5.785  0.032
H: -2.319 -1.150 -5.079  0.017
H: -1.966 -4.912 -2.984  0.023
H: -0.655 -5.558 -3.966  0.028
H: -2.231 -5.273 -4.683  0.034
I: -2.753 -1.988 2.103  0.388